[1]
A molecular structure, C14H8AgF5STe, computed with ωB97M-V with the def2-TZVPD basis set.

Properties
Frontier orbital gap, eV: 6.771
Lowest unoccupied orbital energy, Ha: -0.028
Charge: 0

CARTESIAN COORDINATES (ANGSTROEM)
1 Ag 1.513 0.447 -0.940
2 F -0.173 0.839 -7.559
3 C 0.462 0.463 -6.442
4 C 0.584 1.335 -5.366
5 F 0.069 2.570 -5.434
6 C 1.238 0.923 -4.218
7 F 1.296 1.802 -3.179
8 C 1.787 -0.358 -4.063
9 S 2.645 -0.907 -2.669
10 C 1.648 -1.212 -5.174
11 F 2.133 -2.455 -5.108
12 C 1.002 -0.818 -6.334
13 F 0.883 -1.672 -7.357
14 C 0.864 -0.123 2.538
15 Te -0.270 -0.807 0.811
16 C -1.802 0.324 1.859
17 C -1.479 0.100 3.304
18 C -2.452 0.049 4.288
19 C -2.098 -0.183 5.608
20 C -0.768 -0.337 5.952
21 C 0.212 -0.285 4.973
22 C -0.140 -0.093 3.648
23 H 1.264 0.873 2.335
24 H 1.698 -0.792 2.738
25 H -2.797 -0.019 1.591
26 H -1.722 1.377 1.594
27 H -3.493 0.166 4.023
28 H -2.864 -0.261 6.364
29 H -0.491 -0.526 6.976
30 H 1.249 -0.423 5.240

Results of the natural (NBO) charge analysis, in e, for atoms 1 through 6: 0.625 -0.290 0.244 0.270 -0.293 0.288


[2]
A molecular structure, C14H8Cl2F6N7O5PbSb, computed with ωB97M-V with the def2-TZVPD basis set.

Properties
Frontier orbital gap (spin up / spin down), eV: 7.534 / 7.528
Lowest unoccupied orbital energy (spin up / spin down), Ha: 0.030 / 0.030
Relative energy (zero: lowest compared OMol25 entry of this formula, charge and spin), eV: 0.000
Multiplicity: 2
Charge: -1

CARTESIAN COORDINATES (ANGSTROEM)
1 Pb -0.512 -0.395 -0.292
2 N -4.426 1.373 9.800
3 C -3.791 1.195 8.859
4 C -2.995 0.977 7.683
5 C -1.632 0.722 7.798
6 C -0.864 0.521 6.668
7 C -1.447 0.574 5.406
8 C -2.812 0.820 5.290
9 C -3.579 1.022 6.420
10 N -0.654 0.374 4.251
11 C 0.693 0.047 4.205
12 C 1.020 -0.050 2.895
13 N -0.091 0.221 2.128
14 C -1.067 0.465 2.960
15 H -1.174 0.679 8.777
16 H 0.191 0.325 6.780
17 H -3.293 0.844 4.324
18 H -4.640 1.209 6.325
19 H 1.289 -0.104 5.084
20 H 1.964 -0.300 2.446
21 H -2.076 0.693 2.669
22 O -1.266 -3.648 -0.451
23 N -1.867 -3.126 0.477
24 O -2.962 -3.478 0.878
25 O -1.303 -2.100 1.065
26 F 0.082 0.015 -2.772
27 Sb 0.526 0.321 -4.637
28 F 1.263 1.978 -4.083
29 F -1.160 1.165 -4.801
30 F 0.946 0.670 -6.436
31 F -0.265 -1.337 -5.050
32 F 2.182 -0.512 -4.324
33 Cl 0.964 2.711 -1.341
34 C 0.871 3.845 -0.095
35 Cl 1.674 3.514 1.379
36 C -2.324 3.494 0.796
37 O -2.537 4.617 1.006
38 O -2.247 2.343 0.637
39 H 0.844 4.886 -0.382
40 N 1.717 -0.734 -0.046
41 C 2.888 -0.803 -0.029
42 N 4.133 -0.797 0.203
43 C 5.069 -1.065 -0.699
44 N 5.969 -1.286 -1.389

Results of the natural (NBO) charge analysis, in e, for atoms 1 through 6: 1.542 -0.303 0.278 -0.194 -0.139 -0.245


[3]
A molecular structure, C14H8Cl2F8N2O4RhS2, computed with ωB97M-V with the def2-TZVPD basis set.

Properties
Frontier orbital gap (spin up / spin down), eV: 5.670 / 6.455
Lowest unoccupied orbital energy (spin up / spin down), Ha: -0.143 / -0.262
Relative energy (zero: lowest compared OMol25 entry of this formula, charge and spin), eV: 1.490
Multiplicity: 5
Charge: +1

CARTESIAN COORDINATES (ANGSTROEM)
1 Rh 0.007 0.212 -0.406
2 F 5.317 2.193 -0.262
3 C 4.467 1.232 0.039
4 F 5.042 0.047 -0.093
5 F 4.037 1.384 1.284
6 S 3.049 1.301 -1.130
7 O 2.129 0.270 -0.581
8 O 3.564 1.040 -2.425
9 N 2.517 2.758 -0.961
10 S 1.157 3.299 -0.455
11 O 0.803 4.541 -1.036
12 O 0.068 2.281 -0.466
13 C 1.383 3.612 1.339
14 F 2.487 4.307 1.529
15 F 1.477 2.446 1.987
16 F 0.328 4.270 1.787
17 F -4.916 1.971 -1.067
18 C -4.125 0.911 -1.001
19 C -2.734 1.129 -0.804
20 C -1.922 0.046 -0.743
21 C -2.420 -1.319 -0.893
22 C -3.862 -1.437 -1.083
23 F -4.363 -2.664 -1.205
24 C -4.687 -0.364 -1.137
25 C -1.481 -2.297 -0.850
26 C -1.626 -3.726 -0.981
27 C -0.530 -4.529 -0.949
28 C 0.749 -3.953 -0.785
29 C 0.875 -2.574 -0.644
30 N -0.171 -1.763 -0.666
31 H -2.365 2.143 -0.717
32 H -5.750 -0.488 -1.286
33 H -2.614 -4.138 -1.108
34 H -0.633 -5.600 -1.050
35 H 1.643 -4.559 -0.764
36 H 1.844 -2.110 -0.511
37 Cl 1.624 -0.773 4.176
38 C 0.216 0.146 3.725
39 Cl -0.477 -0.433 2.151
40 H 0.472 1.189 3.596
41 H -0.579 -0.002 4.445

Results of the natural (NBO) charge analysis, in e, for atoms 1 through 6: 1.288 -0.279 0.749 -0.290 -0.302 2.253


[4]
A single C14H8ClNS molecule in a non-equilibrium geometry, computed with ωB97M-V with the def2-TZVPD basis set.

Properties
Frontier orbital gap, eV: 8.168
SMILES string: C#Cc1cccc2c1Sc1c(Cl)cccc1N2
Lowest unoccupied orbital energy, Ha: 0.006
Relative energy (zero: lowest compared OMol25 entry of this formula, charge and spin), eV: 4.457
Charge: 0

CARTESIAN COORDINATES (ANGSTROEM)
1 C 0.126 4.546 0.746
2 C 0.466 3.465 1.212
3 C 0.461 2.022 1.777
4 C 0.289 1.744 3.241
5 C 0.291 0.305 3.700
6 C 0.431 -0.861 2.741
7 C 0.586 -0.586 1.252
8 C 0.614 0.856 0.851
9 S 0.863 1.221 -0.945
10 C 0.116 -0.256 -1.733
11 C -0.489 -0.074 -3.092
12 Cl -0.488 1.516 -3.952
13 C -1.100 -1.269 -3.752
14 C -1.092 -2.569 -3.006
15 C -0.486 -2.745 -1.632
16 C 0.136 -1.534 -0.954
17 N 0.722 -1.735 0.365
18 H -0.314 5.478 0.299
19 H 0.185 2.628 3.925
20 H 0.156 0.160 4.817
21 H 0.426 -1.892 3.186
22 H -1.557 -1.125 -4.775
23 H -1.555 -3.461 -3.507
24 H -0.467 -3.737 -1.090
25 H 1.680 -2.099 0.326

Results of the natural (NBO) charge analysis, in e, for atoms 1 through 6: -0.197 -0.056 -0.100 -0.187 -0.221 -0.207


[5]
A molecular structure, C14H8CrN5O17 in a non-equilibrium geometry, computed with ωB97M-V with the def2-TZVPD basis set.

Properties
Frontier orbital gap (spin up / spin down), eV: 5.660 / 5.668
Lowest unoccupied orbital energy (spin up / spin down), Ha: 0.105 / 0.106
Relative energy (zero: lowest compared OMol25 entry of this formula, charge and spin), eV: 3.768
Multiplicity: 4
Charge: -2

CARTESIAN COORDINATES (ANGSTROEM)
1 Cr -10.902 -15.693 14.984
2 N -9.515 -15.938 17.349
3 O -10.440 -16.664 16.860
4 O -8.918 -16.259 18.347
5 O -9.255 -15.079 16.573
6 N -9.735 -13.160 13.124
7 O -10.369 -12.117 13.168
8 O -9.904 -14.163 13.860
9 O -8.714 -13.181 12.448
10 N -9.932 -17.906 13.848
11 O -9.430 -18.903 13.342
12 O -11.079 -17.540 14.074
13 O -9.364 -16.932 14.287
14 N -13.171 -14.443 12.836
15 O -14.096 -14.784 12.149
16 O -13.022 -13.237 12.966
17 O -12.489 -15.193 13.545
18 N -11.971 -12.774 16.387
19 O -12.299 -12.668 17.544
20 O -11.824 -13.946 15.913
21 O -11.884 -11.792 15.714
22 C -15.200 -15.255 19.217
23 C -16.424 -15.879 19.579
24 C -16.834 -17.016 18.901
25 C -16.058 -17.446 17.764
26 C -14.858 -16.804 17.432
27 C -14.396 -15.757 18.197
28 C -14.187 -17.081 16.113
29 O -13.098 -16.639 15.782
30 C -14.949 -17.950 15.197
31 C -14.552 -18.042 13.829
32 C -15.103 -18.950 12.954
33 C -16.023 -19.881 13.414
34 C -16.540 -19.782 14.722
35 C -15.949 -18.866 15.640
36 C -16.428 -18.749 17.097
37 O -17.107 -19.607 17.661
38 H -14.987 -14.396 19.837
39 H -17.040 -15.394 20.322
40 H -17.815 -17.357 19.195
41 H -13.498 -15.216 17.939
42 H -13.850 -17.311 13.454
43 H -14.901 -18.808 11.902
44 H -16.500 -20.539 12.703
45 H -17.231 -20.547 15.044

Results of the natural (NBO) charge analysis, in e, for atoms 1 through 6: 1.502 0.750 -0.541 -0.442 -0.421 0.743


[6]
A molecular structure, C14H8F3IO2Zr in a non-equilibrium geometry, computed with ωB97M-V with the def2-TZVPD basis set.

Properties
Frontier orbital gap, eV: 3.137
Lowest unoccupied orbital energy, Ha: -0.642
Charge: +4

CARTESIAN COORDINATES (ANGSTROEM)
1 O 4.479 1.410 0.083
2 C 3.663 0.529 0.201
3 C 4.042 -0.941 0.649
4 C 3.320 -2.024 0.100
5 C 2.190 -1.734 -0.976
6 O 2.050 -2.450 -1.935
7 C 1.340 -0.431 -0.699
8 C -0.092 -0.334 -0.984
9 C -0.817 0.929 -0.680
10 C -2.366 1.045 -0.941
11 C -3.168 0.755 0.430
12 C -3.376 -0.765 0.667
13 F -2.715 -1.724 0.015
14 C -4.362 -1.192 1.652
15 F -3.961 -2.048 2.551
16 F -5.583 -0.744 1.606
17 C -0.010 2.083 -0.120
18 I -1.083 3.900 0.295
19 C 1.453 2.016 0.178
20 C 2.125 0.739 -0.112
21 H 4.847 -1.097 1.424
22 H 3.515 -3.095 0.405
23 H -0.677 -1.172 -1.429
24 H -2.684 0.246 -1.675
25 H -2.649 2.072 -1.314
26 H -4.211 1.198 0.435
27 H -2.579 1.222 1.286
28 H 2.028 2.879 0.603
29 Zr 5.280 -1.272 -1.716

Results of the natural (NBO) charge analysis, in e, for atoms 1 through 6: -0.403 0.479 -0.381 -0.358 0.483 -0.422


Q: charge of number 3 (C14H8Cl2F8N2O4RhS2)?
A: +1


Q: charge of number 5 (C14H8CrN5O17)?
A: -2


What did the fifth record say?
A molecular structure, C14H8CrN5O17 in a non-equilibrium geometry, computed with ωB97M-V with the def2-TZVPD basis set.

Properties
Frontier orbital gap (spin up / spin down), eV: 5.660 / 5.668
Lowest unoccupied orbital energy (spin up / spin down), Ha: 0.105 / 0.106
Relative energy (zero: lowest compared OMol25 entry of this formula, charge and spin), eV: 3.768
Multiplicity: 4
Charge: -2

CARTESIAN COORDINATES (ANGSTROEM)
1 Cr -10.902 -15.693 14.984
2 N -9.515 -15.938 17.349
3 O -10.440 -16.664 16.860
4 O -8.918 -16.259 18.347
5 O -9.255 -15.079 16.573
6 N -9.735 -13.160 13.124
7 O -10.369 -12.117 13.168
8 O -9.904 -14.163 13.860
9 O -8.714 -13.181 12.448
10 N -9.932 -17.906 13.848
11 O -9.430 -18.903 13.342
12 O -11.079 -17.540 14.074
13 O -9.364 -16.932 14.287
14 N -13.171 -14.443 12.836
15 O -14.096 -14.784 12.149
16 O -13.022 -13.237 12.966
17 O -12.489 -15.193 13.545
18 N -11.971 -12.774 16.387
19 O -12.299 -12.668 17.544
20 O -11.824 -13.946 15.913
21 O -11.884 -11.792 15.714
22 C -15.200 -15.255 19.217
23 C -16.424 -15.879 19.579
24 C -16.834 -17.016 18.901
25 C -16.058 -17.446 17.764
26 C -14.858 -16.804 17.432
27 C -14.396 -15.757 18.197
28 C -14.187 -17.081 16.113
29 O -13.098 -16.639 15.782
30 C -14.949 -17.950 15.197
31 C -14.552 -18.042 13.829
32 C -15.103 -18.950 12.954
33 C -16.023 -19.881 13.414
34 C -16.540 -19.782 14.722
35 C -15.949 -18.866 15.640
36 C -16.428 -18.749 17.097
37 O -17.107 -19.607 17.661
38 H -14.987 -14.396 19.837
39 H -17.040 -15.394 20.322
40 H -17.815 -17.357 19.195
41 H -13.498 -15.216 17.939
42 H -13.850 -17.311 13.454
43 H -14.901 -18.808 11.902
44 H -16.500 -20.539 12.703
45 H -17.231 -20.547 15.044

Results of the natural (NBO) charge analysis, in e, for atoms 1 through 6: 1.502 0.750 -0.541 -0.442 -0.421 0.743


Q: The lowest charge belongs to which entry?
A: C14H8CrN5O17